Arrangement one

Computed, not measured: a 2-piece molecular cluster, C4H10O2 overall, with wB97M-V/def2-TZVPD.

HOMO-LUMO gap: 0.347 hartree
SMILES: C/C=C(/C)O.O
LUMO level: 0.56 eV

Structure (ORCA input):
```
! RIJCOSX wB97M-V def2-TZVPD def2/J DEFGRID3
* xyz 0 1
O -2.2301 -0.3050 2.1579
O 0.1195 -1.0373 0.5946
C 1.0243 0.7073 -0.5955
C -1.2192 -0.1455 -1.2637
C 2.2707 0.6853 0.2519
C 0.0092 -0.1173 -0.4201
H -2.3225 -1.0652 1.5736
H 2.6705 -0.3314 0.3327
H -1.4110 0.8205 -1.7176
H 3.0521 1.2992 -0.2022
H -1.4365 0.0563 1.7383
H -1.1182 -0.8485 -2.1078
H 0.9957 1.5484 -1.2739
H -2.1180 -0.4745 -0.7466
H 2.0902 1.0522 1.2615
H -0.3765 -1.8446 0.4168
*
```


Arrangement two

Computed, not measured: the molecule C4H10O2, with wB97M-V/def2-TZVPD.

HOMO-LUMO gap: 0.263 hartree
LUMO level: 0.55 eV

Structure (ORCA input):
```
! RIJCOSX wB97M-V def2-TZVPD def2/J DEFGRID3
* xyz 0 1
O -2.4286 -1.3953 -0.6088
O -0.6527 -0.5284 0.5841
C 0.4282 0.4882 -0.1200
C 1.5239 -0.4517 -0.5054
C -1.5243 -0.3579 -0.6496
C 0.7790 1.4629 0.9411
H -0.1043 1.9824 1.3356
H 2.2330 0.1394 -1.0923
H -1.0067 -0.4154 -1.6114
H -2.9420 -1.2789 0.1984
H -1.9442 0.6437 -0.5065
H 1.1829 -1.2679 -1.1662
H 2.0812 -0.9081 0.3394
H 1.3644 1.0648 1.7893
H -0.2883 -1.4371 0.6837
H 1.3837 2.2169 0.4227
*
```


Ranked by calculated energy, most stable first: arrangement one, arrangement two.